1.
Molecular formula: C28H42N4O9
Method: DFT, ωB97M-V/def2-TZVPD

XYZ file:
```
83
Properties=species:S:1:pos:R:3:forces:R:3
C -0.8318 -2.5374 -4.2240 -0.19 0.43 0.45
C 0.6096 -2.1271 -4.3077 -0.05 -0.19 -0.31
C 1.1049 -1.6890 -5.5384 0.42 0.22 0.12
C 2.4205 -1.2766 -5.6753 0.17 -0.06 0.10
C 3.2755 -1.3036 -4.5764 -0.47 -0.11 0.23
C 2.7774 -1.7340 -3.3556 0.13 0.07 0.45
C 3.6865 -1.7462 -2.1520 0.04 -0.46 -0.33
O 3.0176 -1.2913 -0.9469 0.32 -0.21 0.16
C 2.7483 0.0075 -0.9697 -0.06 0.55 0.11
O 1.7621 0.5355 -1.3489 -0.59 0.16 -0.18
O 3.8088 0.6949 -0.4142 0.34 -0.26 -0.05
O 3.7022 2.0505 -0.8521 -0.28 0.13 -0.37
C 4.9886 2.4974 -1.1070 0.30 -0.26 0.23
O 5.9091 2.1790 -0.4254 0.36 -0.27 0.23
C 5.0953 3.3749 -2.2864 -0.25 0.40 -0.31
C 4.0124 3.6561 -3.1166 0.19 0.01 0.13
C 4.1926 4.5034 -4.1972 0.05 0.14 -0.30
C 5.4381 5.0531 -4.4756 0.25 -0.09 0.35
C 6.5210 4.7751 -3.6467 -0.38 -0.35 0.20
C 6.3446 3.9276 -2.5644 0.04 0.13 0.01
C 1.4595 -2.1624 -3.2113 0.03 0.12 -0.61
H -1.1056 -2.8700 -3.2207 0.15 -0.11 -0.37
H -1.0767 -3.2927 -4.9655 -0.02 -0.14 -0.04
H -1.4435 -1.6574 -4.4311 -0.13 0.02 -0.17
H 0.4521 -1.6483 -6.3988 -0.13 -0.04 -0.05
H 2.7908 -0.9219 -6.6263 -0.02 -0.02 -0.12
H 4.3128 -1.0072 -4.6327 0.06 0.16 -0.20
H 4.5935 -1.1696 -2.3282 0.01 0.23 0.07
H 4.0013 -2.7610 -1.9329 -0.05 -0.12 0.25
H 3.0573 3.2021 -2.9064 -0.16 0.02 -0.03
H 3.3666 4.7519 -4.8464 -0.14 -0.10 -0.01
H 5.5896 5.6951 -5.3288 -0.15 0.11 -0.12
H 7.4966 5.1992 -3.8142 0.10 0.09 -0.20
H 7.1816 3.6868 -1.9292 0.03 -0.03 0.17
H 1.0793 -2.5226 -2.2699 -0.02 0.02 0.20
C -1.5585 -5.4839 1.6409 0.17 -0.35 -0.50
N -1.2009 -5.1576 0.2674 -0.08 0.12 0.15
C -1.1172 -3.9272 -0.2877 0.01 -0.15 -0.12
C -1.4287 -2.7602 0.6202 0.09 0.07 -0.31
O -0.8060 -3.8048 -1.4708 -0.02 0.04 0.54
H -0.7384 -6.0235 2.1126 -0.06 0.05 0.18
H -2.4445 -6.1203 1.6496 -0.03 0.04 0.13
H -1.7617 -4.5935 2.2156 0.02 0.00 0.03
H -0.9854 -5.9086 -0.3688 0.00 -0.01 0.00
H -1.3299 -1.8244 0.0791 0.02 -0.04 -0.06
H -2.4502 -2.8392 0.9918 0.03 0.05 0.12
H -0.7360 -2.7471 1.4617 -0.08 0.03 0.07
C 0.3662 3.0665 2.5551 0.07 -0.13 -0.39
N -0.3361 1.9983 1.8652 -0.08 0.09 0.01
C -1.3897 1.2761 2.3232 -0.11 -0.18 0.16
C -1.9007 1.6079 3.7004 0.20 -0.13 0.18
O -1.9004 0.4031 1.6321 0.03 0.09 -0.08
H 0.3055 3.9866 1.9715 0.02 0.06 0.10
H 1.4171 2.8023 2.6748 0.04 0.06 0.08
H -0.0658 3.2434 3.5330 -0.03 -0.01 0.00
H -0.0268 1.7394 0.9390 0.07 -0.02 0.03
H -2.7450 0.9669 3.9310 -0.04 -0.01 -0.11
H -1.1207 1.4503 4.4495 0.01 0.04 -0.01
H -2.2343 2.6412 3.7228 -0.04 0.02 0.11
C -3.8195 3.2390 -1.1034 0.24 -0.20 0.17
N -3.6002 3.0767 0.3207 -0.08 0.21 0.04
C -4.3543 3.5439 1.3445 0.06 -0.11 0.03
C -5.5936 4.3348 0.9945 0.01 0.00 0.06
O -4.0373 3.3223 2.5059 -0.11 0.16 -0.10
H -3.9264 2.2602 -1.5732 -0.05 0.04 -0.09
H -2.9649 3.7464 -1.5543 -0.07 0.04 -0.09
H -4.7139 3.8210 -1.2964 -0.02 0.01 0.02
H -2.7946 2.5448 0.6164 -0.06 -0.14 -0.06
H -6.0852 4.6329 1.9150 0.05 -0.03 0.05
H -5.3313 5.2301 0.4298 -0.06 -0.02 -0.07
H -6.2838 3.7277 0.4078 0.00 0.07 -0.07
C -3.6817 -3.0855 7.0111 -0.04 -0.38 0.03
N -3.0916 -4.1555 6.2279 0.04 0.16 -0.05
C -2.2348 -4.0550 5.1791 0.05 -0.07 -0.04
C -1.8237 -2.6654 4.7474 -0.01 -0.06 -0.01
O -1.8218 -5.0572 4.6152 -0.03 0.08 0.08
H -3.3965 -3.1924 8.0589 -0.01 0.12 0.02
H -4.7696 -3.1324 6.9427 -0.01 0.12 0.02
H -3.3509 -2.1164 6.6555 0.02 0.00 -0.03
H -3.3263 -5.1061 6.4655 -0.01 -0.01 0.01
H -1.1427 -2.7478 3.9063 0.00 -0.06 0.00
H -2.6922 -2.0834 4.4368 0.03 0.08 0.04
H -1.3138 -2.1463 5.5597 -0.06 0.07 0.00
```
Forces are in eV/Å.

Properties
SMILES string   Cc1cccc(COC(=O)OOC(=O)c2ccccc2)c1.CNC(C)=O.CNC(C)=O.CNC(C)=O.CNC(C)=O
Energy relative to the best compared isomer or geometry (same formula, charge and spin)   0.0 kcal/mol
E_LUMO   0.01 eV
HOMO level   -8.652 eV

2.
Molecular formula: C28H42O21
Method: DFT, ωB97M-V/def2-TZVPD

XYZ file:
```
91
Properties=species:S:1:pos:R:3:forces:R:3
C 6.5555 -3.1727 -3.4075 0.10 -0.80 -1.47
C 5.8913 -1.9175 -3.8947 0.59 0.83 1.18
C 4.8635 -1.3362 -2.9162 0.28 -1.01 0.53
O 5.1277 0.0527 -2.9484 -1.03 0.64 -0.57
C 6.2249 0.3053 -3.6909 -0.41 -0.29 0.45
O 6.5315 1.3966 -4.0427 0.49 0.35 0.03
O 6.8834 -0.8389 -3.9160 0.09 -0.28 -0.59
H 5.8345 -3.9814 -3.2705 -0.18 0.25 0.43
H 7.1793 -3.0140 -2.5358 -0.15 0.08 0.18
H 7.1694 -3.5679 -4.2261 0.28 0.18 0.26
H 5.5278 -1.9463 -4.9206 -0.27 -0.42 0.07
H 4.9923 -1.6291 -1.8705 0.33 -0.34 -0.17
H 3.8610 -1.6835 -3.1734 -0.18 0.90 -0.23
C -4.1828 2.3303 4.6364 1.25 0.01 0.25
C -4.4624 0.8542 4.7831 -0.75 0.40 -0.79
C -5.7841 0.4196 4.0951 0.36 0.34 0.80
O -5.4029 -0.7103 3.3257 -0.37 -0.23 -0.08
C -4.0651 -0.8162 3.2756 -0.08 0.49 0.26
O -3.4868 -1.6236 2.6237 0.21 -0.26 -0.18
O -3.4780 0.1192 4.0412 0.08 -0.21 0.15
H -4.9288 2.9631 5.1100 -0.19 -0.05 -0.14
H -4.0026 2.5880 3.5921 -0.55 -0.01 -0.10
H -3.2145 2.5525 5.1003 -0.19 -0.02 0.20
H -4.4489 0.5357 5.8238 0.18 -0.09 0.02
H -6.2057 1.1981 3.4605 0.13 -0.06 -0.20
H -6.5224 0.1539 4.8505 -0.08 -0.27 -0.20
C -1.5582 -1.8948 -0.1114 1.02 -0.13 0.64
C -0.6708 -0.6721 0.0682 -0.44 -0.54 -0.06
C 0.0939 -0.5965 1.3997 -1.27 0.22 0.21
O 1.4467 -0.8087 1.0602 0.03 0.24 -0.19
C 1.5836 -0.5612 -0.2667 0.09 0.09 0.74
O 2.6351 -0.2980 -0.7565 0.27 -0.24 -0.59
O 0.4060 -0.6318 -0.8949 -0.32 0.38 -0.14
H -0.9750 -2.7486 0.2512 -0.27 -0.19 -0.10
H -1.8514 -2.0851 -1.1393 -0.07 0.27 -0.07
H -2.4092 -1.7455 0.5524 -0.11 -0.23 -0.19
H -1.3293 0.1938 -0.0200 0.48 0.30 -0.42
H -0.2493 -1.3101 2.1459 0.16 -0.18 -0.11
H -0.0846 0.3963 1.8144 0.54 -0.01 0.18
C -4.2368 -4.2946 0.7982 0.09 0.79 0.26
C -5.3582 -3.6856 -0.0148 -0.94 -0.83 0.70
C -6.6787 -3.3295 0.7043 -0.58 -1.19 -0.61
O -6.8050 -1.9212 0.5885 0.07 0.20 0.43
C -5.8365 -1.4469 -0.2162 0.21 -0.25 0.22
O -5.7392 -0.3312 -0.6142 -0.16 0.15 0.17
O -4.9560 -2.4214 -0.5153 0.30 0.03 -0.72
H -4.3701 -5.3380 1.0728 -0.21 -0.10 -0.34
H -4.1069 -3.7315 1.7257 0.15 0.04 -0.15
H -3.3499 -4.1604 0.1768 0.20 -0.31 0.27
H -5.6358 -4.3870 -0.8084 0.36 0.42 -0.42
H -6.7721 -3.7736 1.6967 0.38 0.90 0.40
H -7.5322 -3.7640 0.1713 0.13 0.09 -0.14
C 3.6745 3.8210 2.6836 0.40 0.34 -0.42
C 3.0156 3.4223 3.9711 -1.06 -0.72 -0.41
C 1.6049 4.0303 4.1095 0.49 0.77 0.26
O 0.7424 2.9505 4.4251 0.35 -0.24 0.25
C 1.4037 1.7788 4.1905 -0.50 0.47 -1.10
O 0.8480 0.7344 4.0742 0.14 -0.21 0.63
O 2.6962 2.0021 3.9267 0.46 0.09 0.40
H 4.6823 3.4404 2.5111 0.04 -0.06 0.48
H 3.7231 4.9135 2.6537 0.05 -0.03 -0.12
H 3.1039 3.4837 1.8169 -0.30 0.09 0.16
H 3.5896 3.6239 4.8725 0.27 -0.14 -0.09
H 1.2567 4.5240 3.2011 0.06 -0.17 -0.11
H 1.6268 4.7763 4.9066 -0.37 -0.15 0.07
C 6.8406 3.0306 -0.6971 1.00 0.52 -0.45
C 5.6155 3.4561 -1.4468 -1.18 -0.03 1.29
C 4.3292 2.7182 -1.0202 -0.78 -0.24 -0.54
O 3.3465 3.7463 -0.7235 0.97 0.41 -0.42
C 3.9608 4.9554 -0.8798 -0.64 -0.60 0.79
O 3.3818 5.9931 -0.8301 0.09 0.21 -0.01
O 5.2835 4.7936 -0.9757 0.52 0.39 -0.88
H 6.6806 2.9502 0.3756 -0.21 -0.24 -0.01
H 7.5911 3.8180 -0.8324 -0.04 -0.06 0.02
H 7.3016 2.1398 -1.1214 -0.27 -0.23 0.14
H 5.7445 3.4490 -2.5257 0.09 0.16 -0.03
H 4.4612 2.0947 -0.1379 0.02 -0.03 0.00
H 3.8631 2.1543 -1.8241 0.38 -0.39 0.09
C -3.9558 -0.4232 -3.3606 -1.31 -0.26 0.32
C -3.4123 -1.8014 -3.5945 0.82 0.68 -0.65
C -3.7558 -2.4298 -4.9513 -1.42 -1.23 0.53
O -2.5309 -2.9545 -5.4467 -0.05 0.36 -0.22
C -1.5177 -2.5716 -4.6333 -0.02 0.18 -0.02
O -0.3956 -2.9437 -4.7353 0.12 0.00 -0.15
O -1.9658 -1.7034 -3.7103 -0.16 -0.40 0.56
H -3.8624 0.2134 -4.2368 0.15 0.06 0.02
H -3.6099 0.0689 -2.4546 0.52 -0.13 -0.11
H -5.0191 -0.5660 -3.1230 -0.02 0.22 -0.34
H -3.6874 -2.4657 -2.7754 0.30 -0.03 0.10
H -4.3571 -1.8081 -5.6194 0.96 0.50 -0.34
H -4.4151 -3.2996 -4.8358 0.12 0.04 0.28
```
Forces are in eV/Å.

Properties
SMILES string   C[C@H]1COC(=O)O1.C[C@H]1COC(=O)O1.C[C@H]1COC(=O)O1.C[C@H]1COC(=O)O1.C[C@H]1COC(=O)O1.C[C@H]1COC(=O)O1.C[C@H]1COC(=O)O1
Energy relative to the best compared isomer or geometry (same formula, charge and spin)   21.6 kcal/mol
E_LUMO   0.40 eV
HOMO level   -10.392 eV

| no. | HOMO-LUMO gap (eV) |
| --- | --- |
| 1 | 8.66 |
| 2 | 10.79 |